Density functional theory data (the ωB97M-V functional and the def2-TZVPD basis) for a cluster of 15 separate species, H30O15 in total in a non-equilibrium geometry.

XYZ file:
```
45
Properties=species:S:1:pos:R:3:forces:R:3:mulliken_charge:R:1
O 7.68437 -14.20782 -11.84189 0.6 0.7 -1.0 -0.564
H 8.26798 -14.92669 -11.59861 -0.3 -0.2 0.3 0.233
H 6.99054 -14.06213 -11.22162 -0.6 -0.2 0.8 0.207
O 9.78472 -15.57098 -10.55650 -1.2 -2.4 0.9 -0.590
H 10.21636 -14.75940 -10.68032 1.2 1.8 -0.3 0.235
H 9.40647 -15.61216 -9.66948 0.3 0.4 0.0 0.307
O 10.14995 -18.28124 -14.65783 1.2 -0.1 0.4 -0.779
H 10.92625 -17.96974 -14.13175 -1.0 -0.3 -0.3 0.344
H 9.49430 -18.54585 -14.00902 0.0 0.0 0.4 0.313
O 11.11510 -15.97072 -16.27534 1.6 -0.1 1.0 -0.686
H 10.92766 -16.83996 -15.93756 -1.5 -1.1 -0.4 0.332
H 12.02738 -16.01466 -15.84138 -0.7 1.1 -1.3 0.377
O 11.17662 -13.51411 -11.54745 -0.3 -1.2 -0.8 -0.672
H 12.08270 -13.32849 -11.35951 0.8 0.5 0.6 0.224
H 10.59153 -13.02657 -10.99124 -0.4 1.3 0.4 0.302
O 9.71964 -12.50308 -15.86068 0.7 1.1 0.6 -0.811
H 10.44188 -12.80661 -15.26692 -0.5 0.3 -0.6 0.379
H 9.39261 -13.30407 -16.25551 -0.6 -0.8 -0.3 0.448
O 11.64599 -13.09319 -14.23625 0.6 -0.6 0.9 -0.646
H 11.22850 -13.40347 -13.40948 -0.4 0.0 -0.3 0.439
H 11.93886 -12.22517 -13.96588 0.2 0.6 -0.2 0.295
O 8.28619 -14.57066 -16.62981 -0.3 0.0 -0.4 -0.677
H 8.62773 -15.47926 -16.54393 -0.3 0.1 -0.6 0.296
H 8.08293 -14.35768 -17.56119 0.3 -0.7 0.7 0.280
O 8.65574 -11.94534 -13.27157 0.4 0.7 0.1 -0.720
H 8.23204 -12.77211 -13.08013 -0.4 -0.8 0.6 0.278
H 8.82954 -12.03641 -14.21480 0.2 0.2 -0.6 0.427
O 8.17523 -17.81829 -10.85583 -1.3 1.6 0.7 -0.629
H 7.20377 -17.52998 -10.79983 2.2 -0.6 -0.3 0.324
H 8.70815 -17.00137 -10.64017 -1.1 -1.5 -0.8 0.345
O 11.29978 -17.27990 -12.36785 0.0 -0.4 -0.3 -0.567
H 11.76880 -16.76716 -11.73105 0.8 1.2 0.4 0.236
H 11.07924 -18.01461 -11.80264 -0.6 -0.9 0.0 0.237
O 8.21838 -17.47705 -16.27506 -0.7 0.0 -1.1 -0.606
H 8.68878 -17.69927 -15.48818 0.5 0.4 1.1 0.349
H 8.38402 -18.27530 -16.77746 -0.1 -0.1 -0.6 0.294
O 9.58978 -15.24483 -13.65897 -1.7 1.6 0.7 0.796
H 9.86393 -15.73901 -12.90239 0.8 -1.0 0.1 0.123
H 10.10164 -15.32798 -14.43801 1.1 -0.7 -1.3 -0.226
O 13.09941 -15.64816 -14.66255 -0.9 -0.6 1.2 -0.755
H 12.24621 -15.32101 -14.28275 1.2 0.0 -0.3 0.312
H 13.54438 -14.85889 -14.93575 0.4 0.9 -0.3 0.359
O 6.95768 -16.09974 -14.00752 0.0 0.2 -0.4 -0.647
H 7.80641 -15.61748 -14.02048 -0.3 -0.1 0.3 0.154
H 6.62468 -15.94948 -14.90483 0.0 -0.2 0.3 0.331
```
Positions in Å, forces in eV/Å.

Summary:
E_HOMO	-9.60	eV
relative energy (zero: lowest compared OMol25 entry of this formula, charge and spin)	1.987	eV
total charge	0
LUMO energy	-0.59	eV
E_tot	-1146.5671	Ha
Kohn-Sham gap	9.01	eV
multiplicity	1